ORCA calculation (ωB97M-V/def2-TZVPD) on 10 unconnected molecules or ions with the total composition C37H99N5O11.

Geometry as XYZ:
```
152
C37H99N5O11, DFT ωB97M-V/def2-TZVPD
O -11.434 0.612 -41.687
O -7.368 5.867 -39.134
O -11.254 3.874 -35.993
O -1.216 0.265 -40.044
O -6.092 4.774 -36.859
O -10.179 8.367 -27.585
O -17.250 8.330 -36.776
O -8.578 1.124 -32.184
O -12.730 1.313 -30.790
O -0.806 3.383 -36.351
O -12.793 10.267 -35.941
N -3.313 1.815 -38.902
N -14.131 7.797 -37.734
N -8.788 3.692 -34.571
N -10.809 8.685 -31.290
N -11.966 2.796 -39.620
C -4.927 0.450 -40.154
C -10.394 10.308 -36.354
C -15.757 6.283 -38.390
C -12.936 1.347 -32.179
C -0.587 5.541 -37.271
C -6.917 2.873 -31.509
C -11.695 9.379 -36.048
C 0.739 3.712 -38.085
C -15.372 7.751 -38.495
C -2.503 0.319 -40.639
C -11.049 4.789 -34.810
C -12.196 0.059 -32.673
C -12.472 0.797 -42.653
C -10.151 4.139 -40.357
C -8.713 7.845 -39.061
C -12.162 4.368 -36.912
C -3.496 0.578 -39.522
C -10.635 1.864 -41.530
C -16.516 8.152 -35.593
C -6.196 7.897 -38.820
C -16.494 8.771 -37.909
C -6.952 3.893 -36.156
C -11.250 3.155 -40.844
C -10.139 8.844 -28.922
C -9.941 6.636 -30.284
C -7.908 4.653 -35.269
C -11.584 8.542 -34.737
C -11.496 8.062 -27.098
C -10.724 7.976 -30.038
C -0.616 4.060 -37.518
C -4.907 4.091 -37.314
C -9.863 4.411 -33.908
C -7.489 7.132 -38.462
C -1.011 -0.575 -38.906
C -14.437 1.181 -32.418
C -8.553 1.822 -29.835
C -7.704 1.569 -31.106
H -7.561 3.746 -31.610
H -12.328 0.047 -33.755
H -7.669 6.904 -37.412
H 0.981 4.209 -39.025
H -8.521 1.755 -32.905
H -10.325 5.803 -29.696
H -11.903 4.983 -34.161
H -12.903 1.766 -42.401
H -12.938 5.073 -36.614
H -9.810 1.503 -40.916
H -14.922 0.436 -31.788
H -8.487 8.081 -40.100
H -14.970 5.547 -38.555
H -11.384 7.525 -26.156
H -5.029 -0.402 -40.826
H -6.354 2.700 -32.425
H -5.741 0.530 -39.435
H -9.221 2.675 -29.949
H -6.005 7.724 -39.879
H -7.005 0.751 -30.925
H -13.264 0.056 -42.540
H -7.012 5.283 -38.460
H -12.499 1.949 -39.762
H -11.146 0.146 -32.395
H -9.833 4.067 -39.317
H -15.185 8.126 -39.501
H -2.389 1.724 -38.504
H -4.073 4.020 -36.615
H -11.875 0.911 -30.623
H -10.035 6.309 -31.320
H -8.855 8.752 -38.474
H -10.233 2.146 -42.503
H -11.712 5.000 -37.679
H -10.573 11.019 -37.160
H -9.203 4.164 -40.895
H -9.242 3.134 -35.279
H -9.105 9.094 -29.159
H -16.271 5.944 -37.491
H 0.762 2.653 -38.341
H -10.131 10.934 -35.501
H -5.040 1.226 -40.911
H -16.037 9.728 -37.658
H -10.207 3.747 -33.116
H -12.469 7.971 -34.455
H -11.873 8.717 -36.895
H -9.429 9.840 -36.547
H -12.621 3.490 -37.367
H -15.902 7.264 -35.738
H -14.703 0.792 -33.401
H -16.037 9.079 -35.278
H -0.650 5.980 -38.266
H 0.302 5.994 -36.832
H -5.326 7.438 -38.351
H -1.302 -1.590 -39.178
H -14.286 7.691 -36.742
H -6.210 3.085 -30.706
H -1.495 3.796 -38.104
H -12.035 8.987 -26.894
H -2.740 -0.674 -41.022
H -2.544 0.955 -41.523
H 0.034 3.356 -35.886
H -17.221 7.943 -34.788
H -9.491 5.245 -33.313
H -11.327 9.231 -33.933
H -12.663 10.882 -36.667
H -12.680 -0.870 -32.371
H -7.915 1.980 -28.965
H 0.037 -0.669 -38.623
H -13.884 8.776 -37.767
H -10.632 9.809 -28.803
H -10.582 5.131 -40.225
H -1.530 -0.391 -37.966
H -17.247 9.098 -38.625
H -8.532 5.255 -35.930
H -11.294 9.559 -31.146
H -9.608 7.225 -38.993
H -11.321 8.160 -31.985
H -7.491 3.319 -36.910
H -11.786 7.860 -29.824
H -12.671 2.297 -32.642
H -6.190 8.967 -38.612
H -10.833 5.803 -35.146
H -10.701 7.906 -34.801
H -5.316 3.103 -37.524
H -9.117 0.889 -29.835
H -11.970 7.330 -27.751
H -6.444 3.212 -35.473
H -16.465 6.049 -39.186
H -7.348 5.264 -34.562
H -8.880 6.829 -30.124
H -11.305 2.609 -38.879
H -3.082 2.515 -39.592
H -12.055 0.716 -43.656
H -15.061 2.075 -32.430
H -1.453 5.836 -36.679
H 1.554 3.990 -37.416
H -4.635 4.444 -38.308
H -3.417 -0.129 -38.696
H -11.842 3.593 -41.647
```

## Properties
2S+1 ... 1
HOMO level ... -8.94 eV
HOMO-LUMO gap ... 9.41 eV
Total charge ... 0
Lowest unoccupied orbital energy ... 0.017 hartree
Maximum force ... 4.14 eV/Å